Here is C4H7N3 in the gas phase from the OMol25 dataset. Energies are from wB97M-V/def2-TZVPD.

The geometry in XYZ format:
```
14
Properties=species:S:1:pos:R:3:nbo_charge:R:1
N 1.611 1.550 0.927 -0.81
C 0.946 0.552 0.241 0.40
C -0.441 0.390 -0.056 -0.38
C -1.058 -0.840 0.345 0.05
N -2.363 -0.869 0.082 -0.78
C 0.535 -0.952 -1.290 -0.18
N 1.521 -0.462 -0.378 -0.55
H 2.403 1.962 0.450 0.39
H 0.997 2.256 1.312 0.39
H -1.044 1.281 -0.294 0.19
H -2.905 -1.685 0.320 0.38
H -2.869 -0.144 -0.428 0.35
H 0.462 -2.045 -1.117 0.14
H 2.390 -0.913 -0.115 0.41
```

Results
Kohn-Sham gap: 7.9 eV
ΔE to the lowest compared entry with this formula, charge and spin: 528.85 kJ/mol
total charge: 0
LUMO: 0.878 eV



Here is C4H7N3 in the gas phase from the OMol25 dataset. Energies are from wB97M-V/def2-TZVPD.

The geometry in XYZ format:
```
14
Properties=species:S:1:pos:R:3:nbo_charge:R:1
C 2.140 -0.045 0.288 -0.41
N 1.224 0.353 -0.759 -0.61
C -0.136 0.273 -0.501 0.30
C -0.656 -0.140 0.751 -0.41
C -1.995 -0.330 0.527 -0.03
N -2.229 0.050 -0.744 -0.34
N -1.098 0.415 -1.412 -0.32
H 1.806 -1.000 0.710 0.20
H 3.138 -0.209 -0.128 0.21
H 2.227 0.674 1.120 0.17
H 1.563 0.990 -1.461 0.39
H -0.123 -0.209 1.683 0.23
H -2.754 -0.774 1.154 0.22
H -3.108 -0.048 -1.228 0.40
```

Results
SMILES: CNc1cc[nH]n1
Kohn-Sham gap: 9.0 eV
ΔE to the lowest compared entry with this formula, charge and spin: 60.68 kJ/mol
total charge: 0
LUMO: 1.110 eV



Here is C4H7N3 in the gas phase at a distorted geometry from the OMol25 dataset. Energies are from wB97M-V/def2-TZVPD.

The geometry in XYZ format:
```
14
Properties=species:S:1:pos:R:3:nbo_charge:R:1
C -0.341 -1.387 0.734 0.13
N 0.675 -0.928 1.362 -0.27
N 1.440 -0.020 0.816 -0.41
C 0.810 0.257 -0.452 -0.15
C 0.233 1.462 -1.076 -0.38
C -0.633 0.349 -0.448 -0.11
N -0.910 -1.047 -0.590 -0.63
H -1.136 -2.047 1.368 0.18
H 1.576 0.755 1.546 0.38
H 0.712 -0.643 -1.113 0.25
H 0.309 1.451 -2.100 0.22
H 0.292 2.401 -0.454 0.24
H -1.149 0.724 0.542 0.17
H -1.878 -1.327 -0.133 0.37
```

Results
SMILES: C1=NN[C@@H]2C[C@H]2N1
Kohn-Sham gap: 9.4 eV
ΔE to the lowest compared entry with this formula, charge and spin: 611.40 kJ/mol
total charge: 0
LUMO: 1.016 eV



Here is C4H7N3 in the gas phase at a distorted geometry from the OMol25 dataset. Energies are from wB97M-V/def2-TZVPD.

The geometry in XYZ format:
```
14
Properties=species:S:1:pos:R:3:nbo_charge:R:1
H 3.242 -0.205 0.836 0.34
N 3.055 -1.073 0.331 -0.62
C 1.868 -1.256 -0.010 0.10
C 0.534 -0.097 0.035 0.40
N 0.917 1.120 -0.372 -0.91
N -0.380 -0.711 0.583 -0.39
C -1.721 0.318 0.434 -0.07
C -2.810 -0.076 -0.207 -0.43
H 1.601 -2.135 -0.597 0.16
H 1.004 1.461 -1.321 0.41
H 0.952 1.992 0.135 0.41
H -1.701 1.185 1.094 0.19
H -2.784 -0.904 -0.902 0.21
H -3.777 0.382 -0.038 0.21
```

Results
SMILES: [H]/N=C\C(N)=N\C=C
Kohn-Sham gap: 9.2 eV
ΔE to the lowest compared entry with this formula, charge and spin: 384.59 kJ/mol
total charge: 0
LUMO: 0.689 eV



Here is C4H7N3 in the gas phase at a distorted geometry from the OMol25 dataset. Energies are from wB97M-V/def2-TZVPD.

The geometry in XYZ format:
```
14
Properties=species:S:1:pos:R:3:nbo_charge:R:1
C -0.453 -0.718 2.438 -0.64
C 0.089 -0.254 1.070 0.10
C -0.645 0.608 0.399 -0.13
N -0.130 0.440 -1.071 -0.23
N -0.539 0.950 -2.252 -0.68
C 1.038 -0.390 -0.885 0.19
N 1.115 -0.738 0.446 -0.48
H 0.292 -0.646 3.331 0.24
H -1.544 -0.405 2.470 0.23
H -0.609 -1.989 2.276 0.21
H -1.378 1.257 0.775 0.21
H -0.276 2.073 -2.288 0.38
H -1.320 0.549 -2.771 0.39
H 1.538 -0.881 -1.792 0.22
```

Results
SMILES: Cc1cn(N)cn1
Kohn-Sham gap: 9.4 eV
ΔE to the lowest compared entry with this formula, charge and spin: 351.45 kJ/mol
total charge: 0
LUMO: 0.820 eV



Here is C4H7N3 in the gas phase from the OMol25 dataset. Energies are from wB97M-V/def2-TZVPD.

The geometry in XYZ format:
```
14
Properties=species:S:1:pos:R:3:nbo_charge:R:1
N 2.412 -0.459 0.380 -0.81
C 1.151 0.025 -0.023 0.11
C 0.707 1.306 -0.271 -0.18
N -0.707 1.229 -0.330 -0.53
C -1.109 -0.048 -0.081 0.33
N -2.412 -0.410 0.280 -0.82
C 0.012 -0.831 0.016 -0.41
H 3.216 -0.156 -0.143 0.37
H 2.435 -1.469 0.418 0.37
H 1.211 2.266 -0.200 0.21
H -1.358 1.997 -0.380 0.41
H -3.169 -0.150 -0.340 0.37
H -2.415 -1.401 0.492 0.38
H 0.027 -1.899 0.183 0.21
```

Results
SMILES: Nc1c[nH]c(N)c1
Kohn-Sham gap: 8.1 eV
ΔE to the lowest compared entry with this formula, charge and spin: 30.52 kJ/mol
total charge: 0
LUMO: 1.040 eV



Here is C4H7N3 in the gas phase from the OMol25 dataset. Energies are from wB97M-V/def2-TZVPD.

The geometry in XYZ format:
```
14
Properties=species:S:1:pos:R:3:nbo_charge:R:1
C 2.052 0.423 0.406 -0.41
N 1.173 -0.377 -0.486 -0.53
C -0.271 -0.191 -0.263 0.10
N -0.884 0.937 -0.605 -0.34
N -2.128 0.622 -0.220 -0.34
C -2.206 -0.640 0.318 -0.12
C -0.956 -1.258 0.319 -0.51
H 1.772 0.181 1.431 0.24
H 3.100 0.176 0.223 0.21
H 1.865 1.480 0.213 0.23
H 1.431 -0.242 -1.466 0.42
H -2.866 1.292 -0.370 0.40
H -3.177 -0.992 0.655 0.20
H 1.169 -1.389 -0.244 0.46
```

Results
Kohn-Sham gap: 7.9 eV
ΔE to the lowest compared entry with this formula, charge and spin: 331.10 kJ/mol
total charge: 0
LUMO: 0.529 eV



Here is a gas-phase ion, C4H7N3 (charge +2) at a distorted geometry from the OMol25 dataset. Energies are from wB97M-V/def2-TZVPD.

The geometry in XYZ format:
```
14
Properties=species:S:1:pos:R:3:nbo_charge:R:1
C -0.469 -1.236 -0.012 -0.81
C 0.705 -0.466 -0.072 0.70
N 2.329 -1.087 0.008 -0.15
N 3.019 -0.025 -0.052 -0.10
C 2.282 0.982 0.124 0.76
N 0.966 0.858 -0.090 -0.39
C -0.049 1.876 -0.029 -0.45
H -1.380 -0.683 -0.287 0.33
H -0.645 -1.725 0.963 0.38
H -0.391 -2.098 -0.705 0.37
H 2.697 -2.042 0.061 0.50
H 0.323 2.815 -0.453 0.30
H -0.326 2.080 1.015 0.29
H -0.941 1.573 -0.586 0.27
```

Results
SMILES: Cc1[nH][n+]#c[n+]1C
Kohn-Sham gap (alpha / beta): 8.5 / 7.7 eV
ΔE to the lowest compared entry with this formula, charge and spin: 505.39 kJ/mol
total charge: +2
LUMO (alpha / beta): -12.831 / -14.211 eV